[1]
Density functional theory data (ωB97M-V with the def2-TZVPD basis set) for the molecule C20H24N4O4S2 at a distorted geometry.

Output
HOMO   -8.18 eV
ΔE to the lowest compared entry with this formula, charge and spin   1.587 eV
Max |F|   0.0338 Eh/bohr
Gap between HOMO and LUMO   8.455 eV
SMILES string   Cc1ccc(N2C[C@H](C(=O)Nc3nnc(SCCC4OCCO4)s3)CC2=O)cc1C

```
! RIJCOSX wB97M-V def2-TZVPD def2/J DEFGRID3
* xyz 0 1
C 7.51593 0.51017 0.93730
C 6.09745 0.14970 0.61898
C 5.68711 -1.17461 0.63280
C 4.38478 -1.53555 0.34135
C 3.44972 -0.55442 0.02667
N 2.11965 -0.90864 -0.25636
C 1.59467 -2.19964 0.14760
C 0.07575 -2.06062 0.00478
C -0.57997 -3.34685 -0.42797
O 0.00977 -4.31421 -0.84491
N -1.96070 -3.38309 -0.37779
C -2.85762 -2.46403 0.08138
N -2.59256 -1.33826 0.64615
N -3.66370 -0.63944 0.99857
C -4.78241 -1.19887 0.69739
S -6.35170 -0.57260 1.00921
C -5.96881 1.13673 1.53216
C -6.29835 2.15402 0.44974
C -5.19783 2.27639 -0.60389
O -4.93763 1.05306 -1.23237
C -3.61485 1.15571 -1.70819
C -2.92053 2.01558 -0.64001
O -3.99138 2.70349 -0.01259
S -4.59621 -2.76924 -0.08574
C -0.06682 -0.97480 -1.06671
C 1.22556 -0.17208 -0.96501
O 1.39429 0.91841 -1.45936
C 3.85351 0.77738 0.01421
C 5.16026 1.13700 0.30036
C 5.55533 2.58151 0.27181
H 7.97853 1.02682 0.09682
H 8.09896 -0.38009 1.15908
H 7.55929 1.17661 1.79838
H 6.40227 -1.94832 0.87393
H 4.11381 -2.57897 0.35074
H 1.95239 -2.99848 -0.51425
H 1.89427 -2.42687 1.17301
H -0.38334 -1.71440 0.93276
H -2.35816 -4.24737 -0.72915
H -6.58069 1.30935 2.41634
H -4.91242 1.16254 1.79097
H -6.40497 3.13746 0.90947
H -7.23171 1.89283 -0.05014
H -5.50748 3.02659 -1.36480
H -3.60028 1.65603 -2.68577
H -3.20395 0.15186 -1.80445
H -2.21683 2.73184 -1.07059
H -2.41558 1.40288 0.11304
H -0.11880 -1.40201 -2.07119
H -0.92987 -0.33093 -0.91551
H 3.13681 1.54214 -0.23386
H 4.70892 3.20454 -0.00317
H 5.92064 2.89913 1.24813
H 6.35545 2.74463 -0.44933
*
```

Results of the natural (NBO) charge analysis, in e, for atoms 1 through 2: -0.6272, -0.0384

=====

[2]
Density functional theory data (ωB97M-V with the def2-TZVPD basis set) for C44H44CdN4O4 as an isolated structure.

Output
HOMO   0.21 eV
ΔE to the lowest compared entry with this formula, charge and spin   0.117 eV
Max |F|   0.0121 Eh/bohr
Gap between HOMO and LUMO   3.588 eV

```
! RIJCOSX wB97M-V def2-TZVPD def2/J DEFGRID3
* xyz -2 1
Cd 1.54407 1.79155 0.05244
O -2.28414 1.55624 2.21602
C -1.44537 1.44850 1.32937
O -0.36387 2.16313 1.24290
C -1.57060 0.39040 0.25358
C -1.93797 -0.88166 0.40618
C -0.91249 -2.10101 -1.89362
C 0.31226 -1.70432 -2.37235
C 1.16445 -0.75206 -1.76612
N 0.48495 -0.14333 -0.68462
C 2.35930 -0.06299 -2.24194
O 3.03507 -0.48737 -3.18400
O 2.70862 1.06288 -1.60756
H -2.47321 -1.17247 1.30575
H -1.44573 -2.81299 -2.51662
H 0.62596 -2.11633 -3.32742
C -0.24121 0.61945 4.55793
C 0.19269 -0.57847 3.71318
C -0.39959 -1.88591 4.24071
C 1.70151 -0.64979 3.61550
C 2.45642 -0.88795 4.76061
C 3.83869 -0.94602 4.72054
C 4.49474 -0.77274 3.51056
C 3.78373 -0.54619 2.34041
C 4.49742 -0.39146 1.01186
C 5.19010 0.96835 0.91875
C 5.48518 -1.52606 0.74388
C 2.38044 -0.47852 2.40301
N 1.70266 -0.12878 1.21974
C 0.90914 -0.86269 0.48688
C -0.70597 0.54002 -0.91581
N -0.89210 1.14345 -2.02450
C -2.09387 1.81343 -2.33157
C -2.41120 3.09879 -1.85900
C -3.61334 3.69343 -2.24300
C -4.48840 3.07338 -3.10988
C -4.13113 1.84424 -3.64306
C -2.95001 1.21320 -3.28464
C -2.54141 -0.07274 -3.96527
C -3.69572 -1.04151 -4.20192
C -1.80554 0.24720 -5.26689
C -1.45202 3.94347 -1.05063
C -0.87355 5.04934 -1.94292
C -2.07977 4.54783 0.20797
C -1.59241 -2.10113 -0.48345
C -2.92110 -2.83088 -0.62421
C -3.03402 -4.15373 -0.36958
C -1.98653 -4.94660 0.14942
C -0.78984 -4.31825 0.54457
C 0.24339 -5.01883 1.20400
C 1.42507 -4.40706 1.57056
C 1.63238 -3.05974 1.33947
C 0.61627 -2.29927 0.71904
C -0.57271 -2.91377 0.31412
H -1.32208 0.74678 4.50611
H 0.20730 1.54029 4.18189
H 0.05888 0.48374 5.60260
H -0.20678 -0.43689 2.71049
H -0.05400 -2.09967 5.25689
H -0.12468 -2.72430 3.59760
H -1.48945 -1.81558 4.26348
H 1.94168 -1.02868 5.70470
H 4.40353 -1.13426 5.62672
H 5.57728 -0.83094 3.47139
H 3.74825 -0.42034 0.22013
H 5.98230 1.05511 1.66943
H 4.48178 1.78358 1.08763
H 5.61982 1.10789 -0.07475
H 6.32251 -1.51079 1.44805
H 5.88902 -1.43199 -0.26591
H 4.99276 -2.49671 0.81868
H -3.85156 4.67583 -1.84913
H -5.42407 3.54617 -3.38550
H -4.78634 1.36059 -4.35788
H -1.83510 -0.57357 -3.30823
H -4.40051 -0.67710 -4.95653
H -4.24496 -1.23200 -3.27872
H -3.30360 -1.99777 -4.55457
H -2.44849 0.80725 -5.95473
H -1.48809 -0.67386 -5.76276
H -0.91229 0.84023 -5.06449
H -0.62571 3.31515 -0.72832
H -1.67039 5.67168 -2.35765
H -0.30733 4.63030 -2.77685
H -0.21412 5.70106 -1.36065
H -2.67676 5.43313 -0.03502
H -1.29975 4.83826 0.91374
H -2.71834 3.83055 0.72187
H -3.74932 -2.25127 -1.01713
H -3.99616 -4.62667 -0.56300
H -2.12880 -5.99972 0.35997
H 0.09511 -6.07638 1.40305
H 2.21053 -4.99006 2.04201
H 2.58509 -2.62447 1.58550
N 1.96436 5.06419 0.01845
C 2.28306 4.03173 0.43068
H 1.83573 6.03385 -0.17761
*
```

Results of the Löwdin charge analysis, in e, for atoms 1 through 2: 1.3901, 0.0170